a | ORCA calculation (ωB97M-V with the def2-TZVPD basis set) on a structure of composition C4H6O2S.

```
13
C4H6O2S ωB97M-V with the def2-TZVPD basis set
C 0.6539 -0.5492 -1.2748
C 0.0348 -0.4261 0.1350
C -0.6562 0.6157 1.8918
C 0.5044 0.8178 -0.4820
H -0.1399 -2.1178 -2.4692
H 1.5872 -0.6039 -1.5621
H -0.9731 -0.5463 -0.1711
H -1.7447 0.2726 2.2311
H -0.2612 1.2065 2.7662
H 1.6825 1.0726 -0.5245
O -0.1182 -1.1208 -2.3354
O 0.1951 -0.3895 1.4646
S -0.7645 1.7682 0.3304
```

Results
HOMO   -8.662 eV

---

b | ORCA calculation (ωB97M-V with the def2-TZVPD basis set) on the molecule C4H6O2S.

```
13
C4H6O2S ωB97M-V with the def2-TZVPD basis set
C -2.9585 0.7140 -0.4029
C -1.8345 0.4051 0.0985
C -0.0504 -1.0893 0.7310
C 2.0041 0.8330 -0.1402
H -3.5505 0.0520 -1.0055
H -3.3735 1.8084 -0.4537
H -1.1673 1.3677 0.3675
H -0.1185 -2.1392 1.2244
H 0.1066 -0.2344 1.4413
H 3.0127 1.0100 -0.8160
O -1.2769 -0.9031 0.1769
O 1.4405 1.7329 0.4380
S 1.3010 -0.8550 -0.4622
```

Results
Structure (SMILES)   C=COCSC=O
HOMO   -9.417 eV

---

c | ORCA calculation (ωB97M-V with the def2-TZVPD basis set) on the molecule C4H6O2S.

```
13
C4H6O2S ωB97M-V with the def2-TZVPD basis set
C -1.3087 -0.7036 -0.2135
C 1.0569 -1.2943 0.1867
C 0.8698 1.5753 -0.0331
C -0.4350 1.5771 -0.1033
H -1.5111 -0.8661 0.8993
H -2.0594 -1.1753 -0.9304
H 0.8966 -1.0120 1.2333
H 1.7464 -2.1373 0.0045
H 1.3414 2.4117 0.3411
H -1.1161 2.3858 0.3601
O -0.1181 -1.5240 -0.4495
O -1.2162 0.6261 -0.7047
S 1.8535 0.1365 -0.5905
```

Results
Structure (SMILES)   C1=CSCOCO1
HOMO   -8.814 eV

---

Which one sits at the bottom of the stability order? a does.

---

a | ORCA calculation (ωB97M-V with the def2-TZVPD basis set) on a cluster of 2 separate species, CH3BrOS in total.

```
7
CH3BrOS ωB97M-V with the def2-TZVPD basis set
C 1.4107 0.3499 -0.0443
O -1.7599 -1.8205 0.5162
S -1.4877 -0.9100 -0.5352
Br -2.3278 1.0668 0.0577
H 0.8538 1.2423 -0.2559
H 2.2017 -0.1162 -0.6849
H 1.1091 0.1876 0.9463
```

Results
HOMO   -7.888 eV

---

b | ORCA calculation (ωB97M-V with the def2-TZVPD basis set) on the molecule CH3BrOS.

```
7
CH3BrOS ωB97M-V with the def2-TZVPD basis set
C 0.0719 -0.3107 0.1400
O 1.7366 -1.7433 -1.2890
S 1.6874 -1.2366 0.0548
Br 3.2180 0.4758 0.2594
H -0.4461 -0.7301 -0.7586
H -0.0069 0.7251 0.1857
H -0.4244 -0.6361 1.0365
```

Results
HOMO   -9.876 eV

---

Which one sits at the bottom of the stability order? a does.

---

a | ORCA calculation (ωB97M-V with the def2-TZVPD basis set) on a cluster of 2 separate species, C2H4NOP in total.

```
9
C2H4NOP ωB97M-V with the def2-TZVPD basis set
C 0.4559 -0.9832 0.0800
C 0.6104 0.4904 -0.2663
N -0.7174 -1.4390 0.1848
O -1.6683 -0.4352 -0.0059
P -1.1043 1.1423 0.0303
H 1.1774 -1.7130 0.3103
H 1.3663 1.1384 0.0018
H 0.9056 0.5801 -1.7287
H -1.0255 1.2193 1.3936
```

Results
HOMO   -9.526 eV

---

b | ORCA calculation (ωB97M-V with the def2-TZVPD basis set) on the molecule C2H4NOP.

```
9
C2H4NOP ωB97M-V with the def2-TZVPD basis set
C 0.7491 -0.4227 -0.4715
C 0.2749 -1.5657 -0.7857
N 0.9615 0.7898 -0.2330
O -1.2494 0.0436 1.0038
P -0.3730 1.1475 0.6980
H -0.0254 -1.4505 -1.7933
H 0.1583 -2.4371 -0.1884
H -0.8323 2.3156 0.0293
H 0.3363 1.5795 1.7409
```

Results
HOMO   -9.704 eV

---

c | ORCA calculation (ωB97M-V with the def2-TZVPD basis set) on a structure of composition C2H4NOP.

```
9
C2H4NOP ωB97M-V with the def2-TZVPD basis set
C -1.0832 -0.5549 0.5427
C -0.5241 -0.2599 -0.7186
N -0.3975 -0.2822 1.5951
O 0.7212 0.4078 1.2599
P 0.9284 0.5003 -0.3411
H -2.1514 -0.9780 0.6423
H -0.8893 -0.2260 -1.7245
H 1.4342 1.8793 -0.4625
H 1.9618 -0.4864 -0.7931
```

Results
HOMO   -7.781 eV

---

Which one sits at the bottom of the stability order? c does.

---

a | ORCA calculation (ωB97M-V with the def2-TZVPD basis set) on a structure of composition C11H24ClILaN2O2PS.

```
44
C11H24ClILaN2O2PS ωB97M-V with the def2-TZVPD basis set
C -0.7729 -2.4647 -1.0659
C 0.4039 -1.5625 -1.2053
H -0.4374 -3.4658 -1.4004
H -1.6346 -2.1250 -1.6841
H -1.1557 -2.5744 -0.0202
O 1.5786 -1.8494 -1.0472
I 0.9332 3.0285 0.6325
La -0.9202 0.4430 0.9581
P 0.0140 0.4005 -2.0923
C 1.6442 0.9693 -2.6734
C -0.4925 -0.5360 -3.5814
H -1.9765 1.8494 -2.1255
H -0.8775 2.1204 -3.5385
H -0.4643 2.8070 -1.9136
C -0.9309 1.9653 -2.4497
H -1.5391 -0.8551 -3.4670
H -0.4035 0.1438 -4.4403
H 1.5026 1.2754 -3.7206
H 2.3737 0.1529 -2.6127
H 0.1666 -1.4104 -3.7239
H 1.9705 1.8290 -2.0746
C 1.7333 0.2017 0.3772
O 2.8813 0.2255 0.2724
Cl -3.3124 0.2612 -0.0038
C 1.4145 2.1677 4.6227
C -0.0376 1.8364 4.8632
N -0.5140 0.7267 3.9589
C 0.1535 -0.4731 3.8632
S -0.2793 -1.6745 2.7325
N 1.2364 -0.7066 4.6366
C 1.1053 -0.7628 6.1553
C -0.2227 -1.2242 6.6854
H 2.0600 1.2991 4.7339
H 1.7442 2.9084 5.3682
H 1.5470 2.5816 3.6191
H -0.2354 1.5926 5.9134
H -0.6517 2.7064 4.6124
H -1.5360 0.6211 3.9083
H 1.7432 -1.5049 4.2651
H 1.8654 -1.4567 6.4851
H 1.3364 0.2311 6.5172
H -0.5434 -2.1792 6.2649
H -0.1227 -1.3849 7.7710
H -1.0314 -0.4921 6.5704
```

Results
Total charge   +2
HOMO   -15.019 eV

---

b | ORCA calculation (ωB97M-V with the def2-TZVPD basis set) on a structure of composition C11H24ClILaN2O2PS.

```
44
C11H24ClILaN2O2PS ωB97M-V with the def2-TZVPD basis set
C 1.1621 1.7399 -0.7171
C 0.0810 1.3591 -1.7031
H 1.7371 2.5862 -1.1259
H 1.8592 0.9188 -0.5129
H 0.7175 2.0484 0.2382
O -1.0845 1.7659 -1.6945
I -1.5247 -1.3805 -0.6566
La 0.4778 -1.2793 2.1414
P 0.7059 0.1641 -2.9997
C -0.7433 -0.2834 -3.9511
C 1.9412 1.0716 -3.9444
H 2.1705 -1.1059 -1.5163
H 2.0570 -1.7700 -3.1685
H 0.7157 -2.0159 -2.0172
C 1.4894 -1.3126 -2.3483
H 2.9045 1.0707 -3.4122
H 2.0637 0.5617 -4.9089
H -0.4232 -0.5871 -4.9514
H -1.4253 0.5748 -3.9968
H 1.6180 2.1104 -4.1142
H -1.2524 -1.1237 -3.4470
C -1.5591 0.5840 1.1735
O -2.4229 1.3203 0.9199
Cl 2.9589 -1.7623 1.7939
C -3.2940 -2.2072 3.4524
C -2.2213 -2.3683 4.4950
N -1.0348 -1.4746 4.1416
C -1.1674 -0.0689 4.1218
S 0.2198 0.8571 3.7425
N -2.3824 0.4731 4.3895
C -2.8776 0.4148 5.8307
C -1.7524 0.3181 6.8316
H -3.6753 -1.1681 3.4134
H -4.1281 -2.8711 3.6955
H -2.9308 -2.4817 2.4529
H -2.5558 -2.1768 5.5180
H -1.7836 -3.3790 4.4830
H -0.1999 -1.6742 4.7313
H -2.5359 1.3980 3.9735
H -3.4866 1.3053 5.9901
H -3.5613 -0.4343 5.9093
H -1.0165 1.1206 6.6831
H -2.1604 0.4489 7.8399
H -1.2600 -0.6604 6.7987
```

Results
Total charge   +2
HOMO   -14.353 eV

---

Which one sits at the bottom of the stability order? a does.